{
  "formula": "C26H36B2Cl48N2O7PS",
  "method": "ωB97M-V/def2-TZVPD",
  "e_lumo_ev": 1.21,
  "mol_weight_da": 2274.99,
  "total_charge": -1,
  "symbols": ["H", "C", "O", "H", "H", "Cl", "Cl", "Cl", "H", "H", "C", "C", "Cl", "H", "Cl", "C", "Cl", "Cl", "Cl", "Cl", "Cl", "C", "Cl", "Cl", "B", "Cl", "H", "H", "Cl", "Cl", "H", "Cl", "Cl", "Cl", "Cl", "Cl", "H", "H", "H", "Cl", "C", "Cl", "C", "C", "B", "Cl", "Cl", "Cl", "Cl", "O", "C", "C", "H", "C", "Cl", "H", "Cl", "Cl", "C", "H", "P", "Cl", "Cl", "H", "Cl", "H", "H", "Cl", "C", "H", "O", "H", "Cl", "C", "H", "H", "C", "H", "O", "H", "C", "Cl", "C", "H", "H", "Cl", "O", "C", "C", "H", "N", "Cl", "Cl", "H", "H", "C", "H", "Cl", "Cl", "H", "Cl", "C", "H", "Cl", "C", "S", "H", "H", "Cl", "N", "C", "Cl", "Cl", "Cl", "C", "Cl", "H", "H", "C", "Cl", "O", "C", "O"],
  "positions_angstrom": [[-3.26303, 0.83938, -2.89758], [0.79195, -0.84744, -1.94642], [-0.11459, -2.30750, -6.50596], [-7.38511, 10.04314, 2.95132], [1.22422, 0.46286, -3.68701], [5.50564, -2.33526, -1.33142], [-7.86475, -1.66757, 4.82303], [3.66924, -9.10746, 2.82208], [-0.88207, -5.44110, -5.06613], [4.10061, 3.97444, 1.69012], [-2.23923, 0.67460, -2.55826], [-3.25334, 15.49416, -4.22229], [3.42506, -7.34727, -1.81750], [7.95624, -7.30148, 5.63059], [-9.85159, -3.77814, 5.02265], [-5.00481, 6.65403, 1.55771], [2.37623, -5.56082, 0.22451], [-1.99704, -1.59285, 2.68407], [6.38002, -5.69355, 0.64296], [-4.54856, -1.32877, 4.05106], [-3.18986, 2.70201, 2.75444], [2.79488, -7.21636, -0.17458], [-5.87947, 5.17362, 1.17703], [-3.43000, -3.70564, 8.40210], [0.27668, -0.35822, -0.51527], [-2.52450, -3.14916, 11.09967], [-0.26737, -5.67003, -2.78967], [0.51522, -0.88228, 1.34493], [7.64080, -7.50169, -1.25545], [-5.55398, 15.17380, 0.69195], [-1.71140, 2.00972, 1.06026], [-8.42176, 15.46136, 0.32020], [5.84351, -8.54222, 0.77726], [2.52412, 5.18617, 0.45536], [3.36443, -2.16356, 0.58463], [-0.74808, 4.00015, 1.83553], [-1.50786, -1.35297, -5.07340], [3.58022, -7.53187, 0.49921], [1.36310, -5.66004, -3.54803], [6.06053, -2.90009, 1.48283], [3.49185, 3.75716, 0.82273], [-1.20215, 4.41360, 6.12206], [1.57541, 0.28019, -2.67238], [-2.25758, 5.46140, 5.17678], [-1.57167, -0.50244, -3.36066], [-2.36556, 16.92001, -4.76603], [6.61378, -9.21401, 5.63460], [1.42652, -8.30836, 0.07300], [-5.86747, 7.59075, 2.78629], [1.53923, -2.01307, -1.64879], [-2.95778, -2.10089, 4.06309], [2.27169, -9.13203, 3.90301], [3.70865, 0.25082, -1.97449], [3.07079, -0.01915, -2.81721], [-2.11951, -1.76088, 5.58295], [7.87635, -7.43096, 1.07145], [-5.78924, 11.71908, 3.29127], [-8.65621, 12.01196, 2.93717], [7.23016, -3.90158, -4.87167], [-2.56709, 14.65804, -4.21224], [1.00067, -3.49894, -2.42401], [-3.87715, 15.71309, -2.59181], [1.08564, -7.92771, 3.41858], [-3.10805, -3.17045, 3.99843], [8.45771, -3.86223, -3.59754], [1.55978, 1.19152, -2.06852], [-9.01237, -2.74759, 3.09888], [-1.48334, 7.02284, 4.86972], [0.45195, -5.08525, -3.36661], [-0.42809, -0.30996, -7.09492], [3.41729, -1.12664, -3.53241], [4.72336, 0.14817, -4.37406], [2.78343, -8.86683, 5.57630], [-7.23578, 11.03823, 2.55417], [3.09892, 0.09432, -5.09342], [-0.64029, -3.74631, -4.69189], [0.94976, -3.11761, -6.75915], [6.93735, -4.93323, -5.01437], [-0.06192, 0.99809, -0.28645], [-7.14363, 13.50251, 0.31073], [-1.58982, 2.45612, 2.04077], [2.45295, 2.38846, 1.22622], [3.66006, 0.25845, -4.17662], [-2.27273, 0.42079, -1.49508], [0.45164, -3.94693, -1.16700], [7.90615, -3.31700, -6.39982], [0.12270, -1.22755, 0.53604], [7.04424, -7.30699, 0.39273], [0.17997, -1.18929, -7.21832], [1.81338, -10.11017, 3.84568], [1.25752, -1.31772, -7.89962], [-4.56314, 15.10845, -5.34327], [-0.64719, 1.34817, 3.02349], [0.71926, 1.52629, -0.08185], [4.61523, -4.01711, 0.00303], [-0.30236, -1.35846, -2.94497], [0.27930, -1.37580, -3.90349], [8.52132, -8.35677, 3.62678], [-3.81375, 5.68249, 5.97699], [-4.94735, 7.25413, 0.65932], [6.18735, -6.70723, 4.22917], [-2.04303, -3.29762, 9.40576], [1.53355, -3.04373, -3.68848], [-3.36463, 6.30123, 2.08834], [7.38550, -7.82298, 4.87413], [1.15493, -4.65465, -6.00817], [2.30202, -4.04545, -2.10667], [-2.43836, 4.97605, 4.22734], [4.55923, 3.35699, -0.51919], [1.77357, -2.56168, -7.59426], [-6.99584, 14.50108, -0.07638], [5.80915, -2.98779, -4.40752], [-1.25051, -1.81848, 8.85642], [-7.03789, 10.89842, 0.80493], [-0.14332, -4.71311, -4.72557], [-6.77603, 14.38254, -1.81967], [-1.64529, 1.58730, -2.63650], [-1.32589, -4.10418, 9.33390], [4.85630, -2.97399, 0.16942], [-7.33460, -4.27353, 3.65872], [-0.56328, -2.70588, -2.68237], [-8.57088, -3.07372, 4.03094], [-2.14886, -0.83823, -4.56635]],
  "forces_ev_per_a": [[0.06, 0.22, -0.09], [-0.69, -0.68, 0.51], [-0.11, 0.11, 0.45], [-0.01, -0.01, -0.02], [-0.40, 0.12, 0.10], [0.11, -0.01, 0.25], [-0.10, 0.01, 0.03], [-0.18, -0.05, 0.29], [0.07, -0.01, -0.09], [-0.01, 0.00, 0.01], [-0.16, -0.55, 0.22], [-0.02, 0.04, 0.01], [-0.01, 0.03, -0.01], [0.01, -0.01, 0.00], [-0.01, 0.01, -0.01], [0.02, -0.08, 0.01], [-0.10, -0.11, 0.08], [-0.15, -0.33, -0.06], [0.34, -0.64, -0.03], [0.05, -0.04, -0.01], [0.00, 0.00, 0.01], [0.15, 0.07, 0.14], [0.00, 0.02, 0.00], [0.01, 0.02, 0.00], [-0.52, 0.25, -0.36], [0.02, -0.01, 0.02], [0.02, -0.08, -0.04], [-0.51, 0.16, 0.18], [0.01, -0.01, 0.01], [0.00, -0.01, 0.00], [0.08, 0.00, -0.01], [0.00, -0.02, 0.00], [0.34, -0.20, -0.13], [0.02, 0.02, 0.02], [0.09, 0.00, 0.32], [-0.03, -0.01, 0.05], [-0.30, -0.50, 0.08], [-0.09, 0.01, -0.06], [-0.07, -0.27, 0.26], [-0.14, 0.48, 0.11], [0.00, -0.01, -0.16], [-0.01, 0.00, -0.01], [1.31, -0.31, 0.76], [0.09, 0.00, 0.08], [-0.35, -0.22, 0.19], [0.00, -0.01, 0.01], [0.00, -0.01, 0.01], [-0.07, -0.02, -0.26], [-0.01, 0.03, 0.06], [0.20, 0.55, -0.56], [0.07, 0.13, -0.08], [-0.01, 0.11, -0.01], [-0.02, -0.23, 0.12], [-0.58, 0.94, -0.77], [-0.01, -0.01, -0.06], [0.00, -0.03, 0.03], [-0.01, -0.02, -0.01], [0.00, 0.00, -0.01], [-0.13, 0.06, 0.03], [0.00, 0.00, -0.01], [0.50, -0.80, 0.38], [0.22, 0.08, -0.06], [0.00, -0.01, 0.16], [-0.02, 0.00, 0.02], [0.03, -0.03, 0.03], [-0.36, 0.26, -0.41], [0.00, 0.00, 0.00], [0.01, -0.08, 0.05], [0.12, 0.57, -0.13], [-0.21, -0.12, -0.11], [0.25, 0.18, -0.13], [0.15, 1.20, 0.33], [0.00, -0.05, 0.00], [0.02, 0.07, 0.04], [-0.46, 1.24, 0.12], [0.09, 0.04, 0.10], [0.09, 0.48, -0.23], [0.03, -0.01, -0.01], [0.40, -0.08, 0.40], [-0.01, 0.00, 0.03], [-0.07, -0.09, -0.10], [0.15, -0.03, 0.19], [0.53, -3.50, -0.09], [0.01, 0.11, 0.02], [0.07, -0.08, -0.04], [0.02, -0.01, -0.01], [0.56, -0.16, -0.21], [-0.12, 0.17, -0.16], [0.39, -0.19, -0.24], [0.01, 0.00, -0.01], [-0.15, 0.47, 0.17], [0.01, -0.01, 0.00], [0.20, 0.26, 0.17], [-0.20, 0.20, -0.25], [-0.02, 0.06, 0.01], [0.65, 0.20, -0.92], [0.05, 0.28, 0.05], [0.01, 0.02, -0.02], [-0.01, 0.00, -0.03], [-0.01, 0.02, 0.01], [0.10, -0.04, -0.03], [0.00, 0.04, 0.03], [-0.37, 0.39, -0.04], [-0.10, 0.12, -0.20], [-0.11, 0.04, 0.04], [-0.04, -0.21, -0.08], [-0.03, -0.02, -0.07], [0.01, 0.00, -0.02], [-0.01, 0.00, 0.02], [0.05, -0.55, 0.06], [-0.01, 0.05, 0.00], [-0.03, -0.01, -0.24], [-0.03, -0.05, 0.05], [0.02, -0.09, -0.06], [-0.34, -0.22, -0.02], [-0.22, -0.11, 0.06], [-0.04, 0.06, -0.04], [0.00, 0.00, -0.01], [-0.20, 0.11, -0.17], [-0.01, 0.01, -0.01], [-0.25, 0.47, 0.09], [0.06, -0.01, 0.01], [0.39, 0.48, -0.05]]
}